Formula: C34H36LuN3O3P
Source: the Open Molecules 2025 dataset
Level of theory: ωB97M-V with the def2-TZVPD basis set

## Properties
E_LUMO, hartree: -0.07909
E, a.u.: -3283.99459
Molar mass, g mol⁻¹: 740.621
Highest occupied orbital energy, eV: -10.170

```
! RIJCOSX wB97M-V def2-TZVPD def2/J DEFGRID3
* xyz 1 1
N 1.18818 1.23889 1.61688
C -2.51245 3.66552 0.68403
H -0.57872 -4.40644 2.37141
H -3.71525 -0.40426 4.81949
C -2.52275 5.62232 -0.80176
C -1.36924 -2.86364 -1.18288
C -3.46455 6.31088 0.06829
H 0.57467 1.45208 -5.12994
C -3.62625 0.19945 3.91821
H 4.70660 -1.08371 -0.12710
C -3.20469 4.36204 1.60132
C 5.20290 -0.02165 1.74416
O -0.40464 -1.82941 1.66622
C 2.48291 -2.05381 -1.36921
H 0.71337 -0.25220 -3.27786
C 2.17548 -3.14453 -0.55769
H -2.62900 -2.23995 4.01524
H -4.65065 -2.28751 -1.57912
H 3.57879 3.83710 -3.01064
C -2.78986 -3.32879 -0.97684
H -0.75382 -3.17161 -0.36157
H 2.30425 -5.24213 -0.30458
C 4.75540 0.84899 2.68535
C -0.62323 -3.71770 3.18626
H -3.29162 -0.43698 -0.95867
H -1.18056 -3.96739 4.03181
C 3.15726 -4.59543 -2.20051
C -2.24566 2.18325 0.83049
H 0.91367 1.24243 2.54456
H 3.65259 2.17138 -1.27646
C 3.00779 1.96610 -2.10547
H 2.01873 3.46092 -5.02058
C -2.10839 4.36845 -0.48488
C 2.55345 -4.42701 -0.93257
H 6.25517 -0.32871 1.81817
C -2.13803 -1.69356 3.23439
C 2.56747 0.87378 1.64614
H -2.22977 6.15950 -1.76912
C 2.07230 2.71956 -4.22219
C 3.44402 -3.55953 -3.00814
H 5.45444 1.13325 3.49635
H 3.28374 -1.34283 -3.21751
H -3.36600 1.23120 4.14783
H -3.05497 -3.08153 0.04464
H -3.90053 7.24734 -0.18123
C 2.19325 0.83849 -2.14416
H -3.51317 -2.68734 -2.92442
Lu -0.50874 -0.17700 0.41892
C 3.12856 -2.22957 -2.54484
C -3.57314 -2.35331 -1.89170
C -2.70572 -0.40223 2.94956
H 0.91011 2.10554 1.13689
H 2.98209 1.70360 3.56821
P 1.97520 -0.37474 -0.81239
H -4.34161 6.17249 1.97974
O -1.43836 -1.39780 -1.22180
C 3.10600 0.08952 0.59083
C 1.31952 0.67293 -3.23754
C 2.98431 2.92042 -3.15273
H 3.81624 -3.79197 -3.95836
C 4.35975 -0.38454 0.70025
C 1.20826 1.62684 -4.24530
H -0.98526 -3.09156 -2.17765
H 1.69800 -3.01608 0.38625
H -3.59607 3.98257 2.53933
C -3.71813 5.61642 1.27974
O -1.33609 1.68608 0.02852
H 3.39833 -5.59362 -2.55513
C -2.82509 -1.04510 -1.68593
N -2.88132 1.55784 1.77323
H -2.69172 -0.48994 -2.62238
H -3.01964 -4.35898 -1.31087
H 0.45226 -3.63047 3.45590
H -1.45451 3.85883 -1.17408
C 3.37059 1.19034 2.71914
H -4.58058 0.32334 3.46042
N -2.33187 0.23553 1.88667
C -1.10396 -2.37063 2.67099
*
```

***

Formula: C25H29N3O4S
Source: the Open Molecules 2025 dataset
Level of theory: ωB97M-V with the def2-TZVPD basis set

## Properties
E_LUMO, hartree: -0.00293
E, a.u.: -1833.47843
Molar mass, g mol⁻¹: 467.591
Highest occupied orbital energy, eV: -8.374

```
! RIJCOSX wB97M-V def2-TZVPD def2/J DEFGRID3
* xyz 0 1
C 3.09403 -0.49468 -1.77222
H -6.81788 0.27525 0.76098
O -4.30231 -0.33580 -2.40345
C 2.43290 -3.06684 0.85679
H 1.15542 2.97969 2.21783
C -0.28016 1.95201 -0.07602
C 4.59295 -1.82089 -0.38933
C 3.73978 -3.47014 1.15492
O -0.17225 -2.36491 -0.18243
H 2.09944 -0.26200 -2.12263
H -1.21887 3.87453 -0.14176
H 3.45214 1.42988 0.89451
H -4.57410 -2.32024 -1.48418
H 1.20098 1.22368 1.93658
H -4.51135 -1.24357 2.07231
S -4.38578 0.25169 -1.09765
H -6.67526 -0.06052 2.49471
O 3.49691 3.48863 0.98626
C 2.97365 3.70838 -0.30391
H 1.59415 -3.53918 1.34600
H -6.91820 -1.38896 1.35746
H 3.47712 2.18639 2.51437
C -3.71793 -3.29588 0.24159
H 6.68281 -1.47990 -0.74592
H -1.88667 -0.98417 -0.69219
H -4.46257 0.43484 1.50354
C 4.17167 0.09064 -2.37833
O -5.37769 1.27002 -0.87873
H 3.90042 -4.26655 1.86564
H 6.31536 0.24398 -2.46849
H 1.51709 0.30005 -0.09972
N 0.66001 -0.23893 -0.13959
H -3.46852 2.95728 -0.67150
H 3.33981 2.93055 -0.99182
H 1.06055 3.83018 -1.30666
C 3.05939 2.25733 1.50897
C -4.92207 -0.54336 1.33892
N 1.03460 2.38578 0.19258
C -1.35814 2.80993 -0.24902
H -3.87145 -4.29073 -0.16822
C -2.61641 2.30865 -0.54845
C 0.76919 -1.60083 -0.16307
H 5.81339 -3.11596 0.81334
H -3.86396 -3.34312 1.31826
C 4.79889 -2.83791 0.56677
C -0.47110 0.56253 -0.24285
C 1.53003 2.18825 1.54851
H 3.34876 4.68205 -0.62163
C 1.44144 3.68980 -0.29444
C -4.70948 -2.32932 -0.40191
H 1.08093 4.50748 0.34925
C 3.26736 -1.43481 -0.73054
C 5.47774 -0.23849 -1.98759
N -4.50523 -0.96337 0.02253
H -2.69226 -2.99633 0.04489
C -6.43623 -0.42481 1.49880
H -5.73597 -2.65286 -0.18731
C -1.73020 0.06987 -0.54581
C 2.18875 -2.04857 -0.03444
C -2.78683 0.94722 -0.68335
C 5.68125 -1.18790 -1.02679
H 4.01996 0.80496 -3.17433
*
```

***

Formula: C5H10N2
Source: the Open Molecules 2025 dataset
Level of theory: ωB97M-V with the def2-TZVPD basis set

## Properties
E_LUMO, hartree: 0.04279
E, a.u.: -305.91597
Molar mass, g mol⁻¹: 98.149
Highest occupied orbital energy, eV: -8.679

```
! RIJCOSX wB97M-V def2-TZVPD def2/J DEFGRID3
* xyz 0 1
C 0.34794 -0.24473 -1.15962
N -0.42804 0.87528 -1.69025
C -1.98527 -0.27899 0.03242
H 3.01268 0.77084 0.43718
H 0.80944 -1.33473 0.67169
C 0.95811 -0.32950 0.21089
H -0.50519 1.62747 -1.01000
H -2.93663 0.23152 -0.15706
N 0.94108 0.64617 1.26812
C 2.22436 0.13643 0.84919
H 2.47198 -0.72925 1.47308
H -1.57590 -0.90237 -2.02891
H 0.60194 1.58894 1.23471
C -1.13935 -0.31310 -1.22310
H -2.21577 -1.29731 0.36629
H 0.90582 -0.78027 -1.92882
H -1.48272 0.22696 0.86331
*
```

***

Formula: C28H20AsIMgS
Source: the Open Molecules 2025 dataset
Level of theory: ωB97M-V with the def2-TZVPD basis set

## Properties
E_LUMO, hartree: 0.00466
E, a.u.: -4210.76594
Molar mass, g mol⁻¹: 614.666
Highest occupied orbital energy, eV: -7.597

```
! RIJCOSX wB97M-V def2-TZVPD def2/J DEFGRID3
* xyz 0 1
H 3.64243 2.58492 3.70056
C -2.30845 -2.16830 -0.53317
H -2.72910 -4.87995 -2.52134
C 3.91047 -0.16010 1.02183
H 1.90454 0.84374 3.55234
H -1.62991 -1.01213 6.60108
As 1.46016 -1.53267 1.69901
C -1.04742 -1.10002 5.69581
C 0.05611 -1.93820 5.65430
H 5.70918 0.82083 0.40669
C 1.08891 -2.37534 -3.98165
H 5.57285 2.54748 2.16425
C 1.73967 -4.35545 2.08969
C -1.16194 -3.43533 -2.72881
C -0.63945 -0.42450 3.40922
H -1.03255 -4.99955 -4.18808
C 4.88677 0.81553 1.10729
C 0.46050 -1.30068 3.35187
H -3.76414 -3.75639 -0.56558
C 0.79185 -2.03553 4.48789
S -1.09281 0.69744 2.15036
H 0.33975 -2.51204 6.52283
C 3.72628 1.80786 2.95569
C 4.80310 1.79442 2.08549
C 2.84128 -0.17415 1.91681
I 1.53587 0.07826 -2.31074
H 0.95474 -4.05183 -5.31751
C 2.45464 -3.16028 2.16343
C 0.51863 -3.56328 -4.45938
C 4.40208 -4.40192 2.83741
H 3.96910 -0.92376 0.24811
C -2.88135 -3.34667 -1.03957
C 0.53766 -1.74543 -2.89966
H 1.65922 -2.68881 4.45539
C 2.75107 0.82885 2.87398
Mg -0.23412 -0.17818 0.08278
C -0.59845 -2.22496 -2.20991
H -2.24099 0.31180 4.61585
C -1.38924 -0.35441 4.58929
C 2.34570 -5.55966 2.39894
C -2.31081 -3.97072 -2.11202
H 1.95997 -1.97011 -4.47467
C 3.79142 -3.19475 2.53823
C 3.68167 -5.58320 2.77115
H 1.77827 -6.47997 2.35152
H 4.15934 -6.52296 3.00710
C -0.58089 -4.08106 -3.83934
H 4.35448 -2.27078 2.60565
H 5.44137 -4.41930 3.13297
H 0.68984 -4.32512 1.79803
C -1.18783 -1.59099 -1.08693
H -2.77746 -1.69149 0.32368
*
```